[1]
Density functional theory data (wB97M-V/def2-TZVPD) for a 2-piece molecular cluster, C3H12N2OS overall.

Its SMILES is NC[C@H](N)CS.O. The energy above the lowest of the compared OMol25 structures with the same formula, charge and spin comes out at 97.0 kJ/mol. Its HOMO-LUMO gap is 9.968 eV. As for the HOMO energy: -9.3 eV. The value obtained for the energy is -19167.7353 eV.

The geometry in ORCA input format:
```
! wB97M-V def2-TZVPD RIJCOSX def2/J DEFGRID3
* xyz 0 1
N 0.334 1.329 0.168
C 0.407 -0.077 0.255
C 1.828 -0.597 0.113
S 3.050 0.340 1.117
C -0.410 -0.818 -0.842
N -1.850 -0.660 -0.632
H 0.900 1.736 -0.531
H 0.756 1.722 1.045
H 0.043 -0.557 1.167
H 2.207 -0.396 -0.926
H 1.790 -1.686 0.405
H 3.796 0.270 0.039
H -0.143 -0.521 -1.837
H -0.149 -1.943 -0.829
H -2.275 -1.501 -0.186
H -2.383 -0.660 -1.544
H -2.559 0.605 0.998
H -2.495 1.972 0.624
O -2.847 1.443 1.398
*
```

[2]
Density functional theory data (wB97M-V/def2-TZVPD) for a 2-piece molecular cluster, C3H10N2S overall.

Its SMILES is N/C=C/N.CS. The energy above the lowest of the compared OMol25 structures with the same formula, charge and spin comes out at 124.1 kJ/mol. Its HOMO-LUMO gap is 9.160 eV. As for the HOMO energy: -8.3 eV. The value obtained for the energy is -17087.3177 eV.

The geometry in ORCA input format:
```
! wB97M-V def2-TZVPD RIJCOSX def2/J DEFGRID3
* xyz 0 1
C -0.641 2.989 2.029
S -0.430 1.805 0.645
H 0.267 3.581 2.006
H -1.506 3.613 1.861
H -0.685 2.426 3.013
H -1.726 1.664 0.380
C 1.023 -1.356 -1.272
C -0.180 -1.836 -0.892
N -0.345 -3.142 -0.317
N 1.390 -0.080 -1.767
H 1.796 -2.162 -1.232
H -1.057 -1.210 -1.037
H -1.162 -3.599 -0.741
H -0.557 -3.074 0.655
H 2.281 -0.251 -2.238
H 1.532 0.634 -1.093
*
```

[3]
Density functional theory data (wB97M-V/def2-TZVPD) for an isolated ion of composition C5H6NO and charge +1.

The energy above the lowest of the compared OMol25 structures with the same formula, charge and spin comes out at 216.0 kJ/mol. Its HOMO-LUMO gap (spin up / spin down) is 4.888 / 7.598 eV. As for the HOMO energy (spin up / spin down): -11.2 / -16.6 eV. As for the expectation value of S²: 2.03. The value obtained for the energy is -8805.6269 eV.

The geometry in ORCA input format:
```
! wB97M-V def2-TZVPD RIJCOSX def2/J DEFGRID3
* xyz 1 3
C -0.784 -0.582 -0.978
C 0.333 0.245 -0.705
C -1.138 0.738 0.866
C 2.425 -0.375 -0.118
C -1.667 -0.359 0.057
N 0.135 0.909 0.405
O 1.748 0.227 -0.998
H -0.865 -1.245 -1.773
H -1.595 1.733 0.458
H -1.346 0.728 1.939
H 3.524 -0.180 -0.012
H 1.769 -0.871 0.649
H -2.537 -0.968 0.209
*
```

[4]
Density functional theory data (wB97M-V/def2-TZVPD) for C14H31AlBeBrClF10N3O9S2 as an isolated structure.

Its HOMO-LUMO gap is 1.960 eV. As for the HOMO energy: -10.7 eV. The value obtained for the energy is -176301.2529 eV.

The geometry in ORCA input format:
```
! wB97M-V def2-TZVPD RIJCOSX def2/J DEFGRID3
* xyz 1 1
F 0.939 2.056 1.769
C 0.868 3.343 2.298
F 0.561 3.215 3.633
F 2.233 3.827 2.260
C 0.025 4.384 1.464
F 0.281 4.153 0.076
F 0.621 5.655 1.710
C -1.527 4.553 1.778
F -1.829 4.652 3.156
F -1.848 5.861 1.293
N -2.466 3.663 1.050
C -3.882 3.651 1.594
C -4.137 2.597 2.766
O -3.515 1.303 2.603
C -2.089 1.487 2.320
C -2.060 2.233 0.888
H -2.546 4.062 0.085
H -4.621 3.469 0.753
H -4.099 4.691 2.031
H -3.779 3.004 3.784
H -5.262 2.437 2.890
H -1.601 0.469 2.226
H -1.695 2.126 3.175
H -1.119 2.048 0.286
H -2.918 1.726 0.280
C 2.384 -3.007 0.107
C 1.571 -1.712 0.202
C 0.830 -1.332 -1.094
O 1.666 -0.726 -2.073
C 2.365 -1.583 -2.945
N 2.451 -0.624 0.634
H 3.290 -2.896 -0.496
H 2.702 -3.326 1.100
H 1.776 -3.824 -0.323
H 0.812 -1.873 0.981
H 0.084 -0.569 -0.845
H 0.274 -2.183 -1.510
H 1.764 -2.454 -3.232
H 3.314 -1.897 -2.500
H 2.592 -1.012 -3.846
H 1.881 0.206 0.770
H 3.042 -0.381 -0.162
C 0.649 -4.458 3.292
C -0.749 -4.549 2.630
C -1.180 -6.042 2.573
O -0.645 -4.114 1.401
H 1.411 -5.021 2.744
H 0.984 -3.420 3.365
H 0.609 -4.864 4.308
H -1.448 -4.056 3.321
H -0.482 -6.660 2.001
H -2.171 -6.152 2.126
H -1.229 -6.456 3.585
Be 2.743 4.522 0.334
O 0.077 -8.629 1.289
H -0.156 -8.383 0.386
H 0.203 -9.585 1.244
F 4.355 -4.464 -0.308
Br 5.118 3.115 1.029
Al 1.896 -4.617 -2.202
O -0.194 -0.932 -4.664
H 0.173 -0.392 -3.953
H -0.503 -0.283 -5.310
N 0.907 2.884 -5.112
S -0.287 3.307 -6.054
O 0.047 3.787 -7.371
O -1.444 3.905 -5.432
F -0.863 1.854 -6.407
S 1.741 4.125 -4.629
O 3.014 3.766 -4.037
O 1.040 5.192 -3.951
F 2.210 4.817 -5.979
Cl -3.155 0.329 -1.152
*
```

[5]
Density functional theory data (wB97M-V/def2-TZVPD) for C32H33CaF6N4O6P2S6 as an isolated structure.

The energy above the lowest of the compared OMol25 structures with the same formula, charge and spin comes out at 116.8 kJ/mol. Its HOMO-LUMO gap (spin up / spin down) is 3.970 / 5.878 eV. As for the HOMO energy (spin up / spin down): 0.1 / -1.8 eV. As for the expectation value of S²: 0.77. The value obtained for the energy is -170305.1291 eV.

The geometry in ORCA input format:
```
! wB97M-V def2-TZVPD RIJCOSX def2/J DEFGRID3
* xyz -2 2
Ca 0.459 0.531 -0.760
C -5.223 0.422 0.365
S -4.163 -0.823 1.120
C -2.524 -0.557 0.377
S -2.319 0.514 -0.961
N -1.697 -1.309 1.001
N -0.330 -1.273 0.711
C 0.223 -2.383 1.186
C 1.567 -2.726 1.413
C 1.814 -4.091 1.766
C 3.063 -4.507 2.120
C 4.108 -3.568 2.186
C 3.789 -2.264 1.828
N 2.623 -1.829 1.373
H -6.192 -0.030 0.149
H -4.763 0.754 -0.565
H -5.357 1.282 1.021
H -0.484 -3.158 1.475
H 0.984 -4.787 1.742
H 3.238 -5.546 2.380
H 5.101 -3.799 2.542
H 4.365 -0.483 2.083
C -0.580 -1.466 -7.441
C -1.071 -1.598 -6.014
O -0.931 -0.354 -5.324
P 0.223 -0.197 -4.208
S 0.057 1.632 -3.465
S 0.268 -1.672 -2.912
O 1.498 -0.272 -5.217
C 2.817 -0.406 -4.685
C 3.632 -1.251 -5.639
H -0.661 -2.425 -7.958
H 0.462 -1.148 -7.446
H -1.171 -0.726 -7.985
H -0.534 -2.385 -5.478
H -2.133 -1.847 -5.985
H 2.771 -0.866 -3.698
H 3.244 0.594 -4.572
H 3.216 -2.258 -5.698
H 4.664 -1.321 -5.288
H 3.633 -0.815 -6.640
F 6.206 1.491 -0.711
C 5.142 1.194 -1.461
F 5.579 0.484 -2.518
F 4.617 2.328 -1.920
S 3.885 0.145 -0.547
O 2.740 0.230 -1.488
O 4.790 -1.344 1.975
N 3.793 1.243 0.625
S 2.739 1.571 1.690
O 1.401 1.774 1.149
O 2.846 0.897 2.949
C 3.286 3.292 2.071
F 3.001 4.124 1.065
F 4.603 3.350 2.296
F 2.662 3.732 3.166
C -5.958 3.986 1.369
C -5.210 3.988 2.537
C -3.832 3.811 2.487
C -3.185 3.624 1.269
C -3.951 3.591 0.101
C -5.322 3.785 0.150
P -1.391 3.280 1.118
C -0.877 4.699 0.061
C 0.261 4.521 -0.723
C 0.724 5.531 -1.555
C 0.048 6.740 -1.615
C -1.088 6.934 -0.839
C -1.547 5.921 -0.010
C -0.770 3.790 2.768
C -0.481 5.094 3.162
C 0.008 5.352 4.436
C 0.210 4.309 5.330
C -0.066 3.005 4.944
C -0.543 2.748 3.667
H -7.032 4.122 1.408
H -5.697 4.126 3.495
H -3.257 3.821 3.405
H -3.469 3.391 -0.848
H -5.898 3.752 -0.767
H 0.803 3.585 -0.676
H 1.601 5.358 -2.165
H 0.399 7.527 -2.272
H -1.624 7.875 -0.886
H -2.444 6.073 0.579
H -0.624 5.913 2.468
H 0.242 6.369 4.726
H 0.604 4.510 6.320
H 0.120 2.182 5.622
H -0.715 1.725 3.348
*
```

[6]
Density functional theory data (wB97M-V/def2-TZVPD) for one molecule with the formula C9H13NS2.

Its SMILES is CC(C)(c1ccccc1)N(S)S. The energy above the lowest of the compared OMol25 structures with the same formula, charge and spin comes out at 0.0 kJ/mol. Its HOMO-LUMO gap is 8.768 eV. As for the HOMO energy: -8.2 eV. The value obtained for the energy is -32702.0142 eV.

The geometry in ORCA input format:
```
! wB97M-V def2-TZVPD RIJCOSX def2/J DEFGRID3
* xyz 0 1
C -2.914 -1.704 -0.237
C -1.892 -1.978 -1.114
C -2.808 -0.687 0.747
C -0.704 -1.273 -1.032
C -1.595 -0.033 0.880
C -0.494 -0.256 -0.068
C 0.989 1.284 -1.346
C 0.945 1.490 1.219
C 0.779 0.613 0.010
N 2.000 -0.493 0.064
S 3.572 0.107 0.518
S 1.625 -2.062 0.725
H -3.874 -2.139 -0.370
H -2.130 -2.907 -1.721
H -3.652 -0.527 1.387
H 0.109 -1.260 -1.749
H -1.566 0.813 1.652
H 0.112 1.817 -1.648
H 1.819 1.978 -1.260
H 1.204 0.462 -2.029
H 1.794 2.027 1.024
H 1.105 0.845 2.144
H -0.011 2.027 1.384
H 4.278 -0.377 -0.616
H 1.438 -2.558 -0.589
*
```

[7]
Density functional theory data (wB97M-V/def2-TZVPD) for one molecule with the formula C4H3NO2.

Its SMILES is O=c1cconc1. The energy above the lowest of the compared OMol25 structures with the same formula, charge and spin comes out at 247.6 kJ/mol. Its HOMO-LUMO gap is 10.162 eV. As for the HOMO energy: -10.0 eV. The value obtained for the energy is -9779.1207 eV.

The geometry in ORCA input format:
```
! wB97M-V def2-TZVPD RIJCOSX def2/J DEFGRID3
* xyz 0 1
C 1.066 0.063 0.018
C 0.275 1.272 0.103
C -1.058 1.104 -0.032
C 0.257 -1.177 0.024
H 0.650 2.298 0.050
H -1.795 1.934 -0.112
H 0.748 -2.156 0.132
N -1.041 -1.266 0.006
O 2.264 -0.021 -0.068
O -1.708 -0.078 -0.031
*
```

[8]
Density functional theory data (wB97M-V/def2-TZVPD) for a 2-piece molecular cluster, C4H11NO2 overall.

Its SMILES is CC(C)C(N)=O.O. The energy above the lowest of the compared OMol25 structures with the same formula, charge and spin comes out at 12.0 kJ/mol. Its HOMO-LUMO gap is 9.683 eV. As for the HOMO energy: -9.3 eV. The value obtained for the energy is -9912.1179 eV.

The geometry in ORCA input format:
```
! wB97M-V def2-TZVPD RIJCOSX def2/J DEFGRID3
* xyz 0 1
N -0.214 -0.214 -1.337
C 0.661 -0.863 -0.516
C 1.045 -0.143 0.779
C 1.090 1.376 0.626
C 0.038 -0.570 1.860
O 1.120 -1.952 -0.800
H -0.876 0.481 -1.027
H -0.477 -0.749 -2.149
H 2.004 -0.589 1.031
H 1.706 1.666 -0.217
H 0.079 1.760 0.679
H 1.592 1.747 1.529
H -0.175 -1.607 1.783
H -0.878 -0.052 1.701
H 0.394 -0.429 2.875
H -2.810 1.506 0.185
H -3.089 2.289 -1.127
O -2.697 1.494 -0.766
*
```

[9]
Density functional theory data (wB97M-V/def2-TZVPD) for C20H16NO4PTi as an isolated structure.

Its HOMO-LUMO gap (spin up / spin down) is 8.311 / 8.595 eV. As for the HOMO energy (spin up / spin down): -12.1 / -12.5 eV. As for the expectation value of S²: 0.75. The value obtained for the energy is -63081.1470 eV.

The geometry in ORCA input format:
```
! wB97M-V def2-TZVPD RIJCOSX def2/J DEFGRID3
* xyz 1 2
Ti 0.277 -0.168 -0.761
O 1.956 3.400 -1.439
C 1.672 2.326 -1.019
O 0.858 1.414 -1.618
C 2.189 1.748 0.289
C 3.235 2.210 1.063
C 3.621 1.431 2.152
C 2.994 0.217 2.429
C 1.961 -0.163 1.598
N 1.585 0.615 0.598
C 1.202 -1.480 1.601
O 1.156 -2.230 2.520
O 0.579 -1.629 0.401
H 3.739 3.133 0.811
H 4.442 1.755 2.779
H 3.303 -0.421 3.244
C -3.530 1.391 -0.803
P -2.222 0.166 -0.576
C -2.983 -1.299 0.132
C -2.696 -1.653 1.447
C -3.294 -2.770 2.015
C -4.173 -3.538 1.266
C -4.462 -3.193 -0.051
C -3.871 -2.077 -0.616
C -1.717 -0.311 -2.262
C -0.951 -1.477 -2.440
C -0.279 -1.716 -3.639
C -0.341 -0.794 -4.666
C -1.098 0.364 -4.501
C -1.764 0.612 -3.315
H -4.261 0.991 -1.504
H -3.143 2.344 -1.159
H -4.007 1.555 0.163
H -1.996 -1.072 2.036
H -3.063 -3.045 3.035
H -4.632 -4.412 1.708
H -5.146 -3.795 -0.635
H -4.095 -1.814 -1.644
H -0.970 -2.256 -1.678
H 0.278 -2.636 -3.759
H 0.189 -0.976 -5.590
H -1.155 1.083 -5.307
H -2.322 1.532 -3.209
*
```

[10]
Density functional theory data (wB97M-V/def2-TZVPD) for one molecule with the formula C6H10O.

The energy above the lowest of the compared OMol25 structures with the same formula, charge and spin comes out at 417.2 kJ/mol. Its HOMO-LUMO gap is 8.309 eV. As for the HOMO energy: -8.2 eV. The value obtained for the energy is -8426.9164 eV.

The geometry in ORCA input format:
```
! wB97M-V def2-TZVPD RIJCOSX def2/J DEFGRID3
* xyz 0 1
C -2.110 0.443 -0.473
C -1.118 -0.569 -0.891
C 0.220 0.003 -1.240
C 1.104 -0.058 0.024
O 2.449 0.240 -0.197
C 0.732 -1.031 1.104
C 0.540 0.461 1.300
H -2.850 0.388 -1.289
H -2.670 0.105 0.409
H -1.800 1.494 -0.352
H 0.220 1.053 -1.578
H 0.703 -0.617 -2.008
H 2.860 -0.539 -0.595
H 1.530 -1.473 1.692
H -0.109 -1.687 0.900
H 1.241 0.934 1.977
H -0.444 0.916 1.286
*
```

[11]
Density functional theory data (wB97M-V/def2-TZVPD) for C31H35ClN2Si2V as an isolated structure.

Its HOMO-LUMO gap (spin up / spin down) is 5.011 / 6.102 eV. As for the HOMO energy (spin up / spin down): -12.2 / -13.2 eV. As for the expectation value of S²: 0.75. The value obtained for the energy is -89645.6067 eV.

The geometry in ORCA input format:
```
! wB97M-V def2-TZVPD RIJCOSX def2/J DEFGRID3
* xyz 2 2
C -0.740 -0.262 0.989
C -1.638 0.143 -0.052
C -1.619 -0.859 -1.069
H -2.310 0.997 -0.023
C -0.723 -1.894 -0.656
C -0.183 -1.537 0.613
H 0.454 -2.165 1.234
H -0.619 0.223 1.958
H -2.255 -0.882 -1.945
H -0.549 -2.833 -1.176
V 0.403 -0.022 -0.818
Si 0.473 0.220 -6.834
C 0.803 1.764 -7.806
C 2.067 2.007 -8.366
H 2.904 1.356 -8.117
C 2.235 3.087 -9.240
H 3.218 3.290 -9.669
C 1.150 3.909 -9.555
H 1.273 4.729 -10.262
C -0.095 3.705 -8.946
H -0.929 4.381 -9.156
C -0.262 2.644 -8.049
H -1.215 2.497 -7.532
C 1.009 -1.244 -7.830
C 0.446 -1.328 -9.118
H -0.284 -0.579 -9.437
C 0.796 -2.372 -9.974
H 0.348 -2.430 -10.968
C 1.702 -3.347 -9.547
H 1.978 -4.165 -10.214
C 2.242 -3.287 -8.255
H 2.928 -4.069 -7.915
C 1.886 -2.246 -7.386
H 2.283 -2.220 -6.366
H -0.997 0.127 -6.831
Si 0.603 0.288 -4.403
C -0.270 -1.334 -4.164
C -1.584 -1.600 -4.612
H -2.288 -0.787 -4.815
C -1.980 -2.917 -4.880
H -2.970 -3.109 -5.304
C -1.114 -3.985 -4.638
H -1.381 -4.998 -4.934
C 0.091 -3.738 -3.983
H 0.735 -4.567 -3.687
C 0.496 -2.428 -3.720
H 1.445 -2.263 -3.204
C -0.392 1.849 -4.146
C -1.729 1.755 -3.741
H -2.102 0.819 -3.306
C -2.597 2.831 -3.938
H -3.635 2.735 -3.632
C -2.149 4.013 -4.532
H -2.848 4.826 -4.756
C -0.787 4.154 -4.820
H -0.410 5.094 -5.231
C 0.095 3.094 -4.589
H 1.160 3.213 -4.815
H 1.787 0.334 -5.263
Cl 2.076 0.303 -2.672
N 0.371 2.039 -0.534
C 1.686 2.480 0.027
C 2.219 1.436 0.990
N 2.110 0.082 0.386
H 0.155 2.521 -1.411
H -0.388 2.348 0.087
H 2.378 2.663 -0.807
H 1.527 3.429 0.552
H 3.270 1.653 1.213
H 1.670 1.445 1.945
H 2.952 -0.112 -0.158
H 2.153 -0.627 1.128
*
```

[12]
Density functional theory data (wB97M-V/def2-TZVPD) for C4H21CuNO6 as an isolated structure.

The energy above the lowest of the compared OMol25 structures with the same formula, charge and spin comes out at 0.0 kJ/mol. Its HOMO-LUMO gap is 8.751 eV. As for the HOMO energy: -12.0 eV. The value obtained for the energy is -62897.7420 eV.

The geometry in ORCA input format:
```
! wB97M-V def2-TZVPD RIJCOSX def2/J DEFGRID3
* xyz 1 1
Cu 1.371 1.334 0.605
C -1.004 -1.211 0.699
C -0.871 -1.953 -0.615
C -1.732 -1.343 -1.701
O -3.064 -1.603 -1.320
C -4.040 -0.809 -1.975
N 0.549 -1.911 -1.070
H -1.954 -1.331 1.213
H -0.785 -0.138 0.581
H -0.248 -1.584 1.402
H -1.155 -2.995 -0.442
H -1.520 -1.785 -2.681
H -1.536 -0.268 -1.787
H -4.278 0.052 -1.353
H -4.927 -1.420 -2.125
H -3.674 -0.506 -2.958
H 0.708 -2.686 -1.707
H 1.148 -2.062 -0.262
O 0.958 1.317 2.904
H 1.472 1.827 3.542
H 0.326 0.814 3.434
O -0.126 3.212 0.882
H -0.996 3.526 0.606
H 0.264 3.949 1.365
O 3.322 2.491 0.807
H 3.378 3.393 1.149
H 4.198 2.114 0.960
O 1.676 0.932 -1.570
H 2.610 0.938 -1.819
H 1.338 0.024 -1.751
O 2.557 -0.634 1.458
H 2.561 -1.350 2.107
H 3.473 -0.335 1.420
*
```